{
  "formula": "C20H15BCl3N2O5",
  "method": "ωB97M-V with the def2-TZVPD basis set",
  "symbols": ["Cl", "B", "Cl", "Cl", "O", "C", "C", "C", "C", "C", "C", "C", "H", "H", "H", "H", "H", "H", "C", "C", "C", "C", "C", "N", "O", "O", "C", "C", "C", "C", "C", "C", "N", "O", "O", "C", "C", "H", "H", "H", "H", "H", "H", "H", "H", "H"],
  "xyz": [[3.531, -1.979, -3.314], [2.437, -0.482, -3.417], [2.765, 0.614, -1.966], [2.783, 0.424, -4.992], [1.035, -0.885, -3.394], [0.131, 0.099, -3.463], [-1.243, -0.183, -3.475], [-2.251, 0.813, -3.500], [-3.577, 0.451, -3.509], [-3.945, -0.889, -3.498], [-2.971, -1.877, -3.480], [-1.644, -1.535, -3.467], [0.489, 1.117, -3.510], [-1.975, 1.854, -3.522], [-4.346, 1.208, -3.531], [-4.987, -1.167, -3.512], [-3.251, -2.919, -3.483], [-0.871, -2.285, -3.470], [0.469, -0.284, 1.068], [1.749, -0.458, 1.647], [2.711, -1.219, 0.950], [3.986, -1.345, 1.423], [4.366, -0.719, 2.598], [5.726, -0.860, 3.093], [6.039, -0.279, 4.141], [6.521, -1.558, 2.449], [3.449, 0.058, 3.287], [2.170, 0.193, 2.826], [-0.682, 0.330, 1.621], [-0.921, 0.464, 3.009], [-2.049, 1.089, 3.465], [-2.979, 1.598, 2.570], [-4.177, 2.263, 3.047], [-4.977, 2.707, 2.211], [-4.353, 2.358, 4.268], [-2.780, 1.450, 1.209], [-1.669, 0.815, 0.735], [0.382, -0.587, 0.038], [2.445, -1.684, 0.018], [4.718, -1.915, 0.878], [3.767, 0.576, 4.175], [1.512, 0.873, 3.331], [-0.247, 0.009, 3.714], [-2.239, 1.188, 4.521], [-3.521, 1.849, 0.539], [-1.527, 0.707, -0.327]],
  "nbo_charge": [-0.237, 0.367, -0.230, -0.263, -0.569, 0.473, -0.154, -0.110, -0.236, -0.110, -0.232, -0.098, 0.225, 0.228, 0.230, 0.224, 0.228, 0.244, -0.405, 0.105, -0.264, -0.162, -0.074, 0.524, -0.438, -0.433, -0.157, -0.300, 0.013, -0.268, -0.184, -0.026, 0.510, -0.454, -0.441, -0.187, -0.260, 0.179, 0.213, 0.234, 0.228, 0.212, 0.215, 0.231, 0.223, 0.188],
  "energy_ha": -2662.28512,
  "charge": -1,
  "homo_energy_ev": -3.28,
  "orbital_gap_ev": 2.586,
  "max_force_ev_per_a": 4.8
}

{
  "formula": "C27H33ClDyN2O4",
  "method": "ωB97M-V with the def2-TZVPD basis set",
  "symbols": ["Dy", "Cl", "N", "N", "C", "C", "C", "C", "C", "C", "H", "H", "H", "H", "H", "H", "C", "C", "C", "C", "H", "H", "H", "H", "H", "H", "O", "H", "H", "O", "H", "H", "C", "C", "C", "H", "H", "C", "C", "H", "C", "C", "C", "C", "H", "C", "H", "H", "H", "H", "H", "H", "H", "H", "O", "C", "O", "C", "C", "C", "C", "C", "C", "H", "H", "H", "H", "H"],
  "xyz": [[-0.642, -0.306, 0.263], [-2.782, 0.945, 0.611], [-0.803, -0.236, -2.150], [0.477, 0.838, 2.080], [-0.606, 0.684, -3.083], [0.973, 2.050, 2.279], [-1.743, -1.248, -2.745], [-2.394, -0.458, -3.873], [-2.755, -1.760, -1.722], [-0.952, -2.422, -3.312], [-3.255, -0.920, -1.219], [-2.270, -2.393, -0.958], [-3.494, -2.372, -2.256], [-0.288, -2.084, -4.113], [-1.661, -3.150, -3.724], [-0.351, -2.907, -2.534], [0.139, 0.292, 3.440], [0.020, 1.563, 4.273], [1.289, -0.572, 3.954], [-1.147, -0.530, 3.427], [-1.965, 0.038, 2.961], [-1.404, -0.776, 4.466], [-1.014, -1.479, 2.876], [2.194, 0.033, 4.080], [1.506, -1.393, 3.260], [1.001, -0.988, 4.928], [0.718, 2.576, 3.470], [0.525, 1.519, 5.246], [-1.016, 1.896, 4.404], [-1.487, 0.678, -4.075], [-3.379, -0.056, -3.607], [-2.457, -0.995, -4.828], [0.525, 1.659, -3.193], [1.849, 2.847, 1.363], [1.163, 3.307, 0.099], [2.688, 2.189, 1.089], [2.223, 3.713, 1.928], [1.487, 2.713, -1.122], [0.520, 2.728, -2.128], [2.420, 2.181, -1.253], [-0.392, 3.790, -2.159], [-0.490, 4.630, -1.048], [-1.216, 4.079, -3.380], [0.258, 4.376, 0.101], [-1.189, 5.466, -1.063], [0.126, 5.286, 1.286], [-0.538, 6.113, 1.022], [1.096, 5.711, 1.577], [-0.294, 4.762, 2.153], [-0.581, 4.203, -4.269], [-1.765, 5.011, -3.223], [-1.936, 3.277, -3.581], [0.473, 2.118, -4.192], [1.452, 1.070, -3.103], [1.282, -1.667, 0.080], [0.600, -2.668, 0.502], [-0.661, -2.504, 0.788], [1.198, -4.013, 0.672], [0.357, -5.069, 1.052], [0.881, -6.343, 1.253], [2.249, -6.569, 1.077], [3.093, -5.517, 0.685], [2.569, -4.240, 0.475], [-0.705, -4.878, 1.185], [0.228, -7.161, 1.556], [2.681, -7.565, 1.242], [4.164, -5.693, 0.551], [3.208, -3.409, 0.158]],
  "mulliken_spin": [6.219, -0.037, -0.133, -0.141, 0.051, 0.044, -0.025, -0.004, 0.057, -0.003, -0.015, -0.031, 0.008, 0.001, 0.000, -0.005, -0.021, -0.003, -0.007, 0.039, -0.016, 0.007, -0.025, 0.001, -0.002, -0.001, -0.003, -0.004, 0.003, -0.003, 0.002, -0.004, -0.043, -0.040, 0.004, -0.008, 0.002, 0.130, 0.008, 0.001, -0.007, 0.006, 0.000, -0.004, 0.000, 0.000, 0.000, -0.001, 0.003, -0.001, 0.000, 0.003, 0.002, -0.007, -0.019, -0.277, -0.093, 0.024, -0.176, 0.112, -0.338, 0.132, -0.200, -0.070, 0.008, -0.041, 0.009, -0.067],
  "energy_ha": -2804.47698,
  "charge": -1,
  "homo_energy_ev": [-1.42, -0.07],
  "orbital_gap_ev": [3.821, 2.470],
  "s_squared": 9.80,
  "spin_multiplicity": 6,
  "max_force_ev_per_a": 3.6,
  "de_lowest_kj_mol": 0.00
}

{
  "formula": "C9H21F3IOP2V",
  "method": "ωB97M-V with the def2-TZVPD basis set",
  "symbols": ["C", "I", "H", "H", "H", "V", "P", "C", "C", "H", "H", "H", "H", "H", "H", "C", "H", "H", "H", "P", "C", "C", "H", "H", "H", "C", "H", "H", "H", "H", "H", "H", "C", "O", "F", "C", "F", "F"],
  "xyz": [[-0.064, 0.178, -2.491], [-2.521, -1.589, -1.994], [0.988, -0.168, -2.434], [-0.187, 1.274, -2.657], [-0.271, -0.221, -3.517], [-0.931, -0.108, -0.752], [0.253, 2.027, -0.104], [-1.133, 3.101, -0.485], [0.970, 2.648, 1.437], [1.171, 3.685, 1.147], [1.784, 3.480, -0.955], [1.899, 2.098, 1.642], [2.445, 1.795, -1.060], [-1.911, 2.996, 0.282], [0.247, 2.581, 2.259], [1.587, 2.450, -1.244], [-0.659, 4.087, -0.445], [1.236, 2.372, -2.271], [-1.529, 2.889, -1.486], [0.208, -2.067, 0.397], [-0.979, -3.413, 0.324], [1.436, -2.453, -0.851], [1.976, -1.880, 2.094], [1.340, -3.519, 1.952], [0.428, -2.302, 2.838], [1.062, -2.462, 1.964], [2.321, -1.818, -0.714], [1.691, -3.506, -0.711], [-0.474, -4.340, 0.588], [-1.361, -3.466, -0.698], [0.999, -2.299, -1.838], [-1.810, -3.221, 1.000], [-2.691, 0.235, 0.111], [-3.715, 0.340, 0.667], [-1.641, -0.914, 2.170], [-0.917, 0.124, 1.550], [-1.524, 1.270, 2.068], [0.279, 0.118, 2.220]],
  "mulliken_spin": [0.117, 0.092, 0.022, 0.030, 0.021, 1.216, 0.226, 0.042, 0.024, 0.009, 0.009, 0.000, 0.001, 0.005, -0.001, 0.045, 0.017, -0.001, 0.002, -0.048, 0.001, 0.009, 0.000, -0.001, -0.001, 0.003, 0.000, 0.002, 0.000, 0.000, 0.000, 0.001, -0.007, 0.021, 0.021, 0.088, 0.020, 0.013],
  "energy_ha": -2654.00944,
  "charge": 2,
  "homo_energy_ev": [-16.64, -16.61],
  "orbital_gap_ev": [7.053, 5.197],
  "s_squared": 2.02,
  "spin_multiplicity": 3,
  "max_force_ev_per_a": 7.0
}

{
  "formula": "C3H5F",
  "method": "ωB97M-V with the def2-TZVPD basis set",
  "symbols": ["C", "C", "C", "F", "H", "H", "H", "H", "H"],
  "xyz": [[1.077, -1.275, 0.074], [1.136, 0.045, 0.022], [-0.578, 1.053, -0.012], [2.221, 0.797, -0.068], [1.882, -1.891, 0.008], [0.164, -1.766, 0.316], [-0.742, 0.954, -1.100], [-1.215, 0.535, 0.644], [-0.422, 1.901, 0.450]],
  "nbo_charge": [-0.566, 0.449, -0.588, -0.329, 0.205, 0.215, 0.224, 0.201, 0.189],
  "energy_ha": -217.06342,
  "charge": 0,
  "homo_energy_ev": -9.78,
  "orbital_gap_ev": 10.842,
  "max_force_ev_per_a": 7.7,
  "de_lowest_kj_mol": 196.26
}

{
  "formula": "C3H4S2",
  "method": "ωB97M-V with the def2-TZVPD basis set",
  "symbols": ["C", "C", "C", "H", "H", "H", "H", "S", "S"],
  "xyz": [[-2.115, -0.340, -0.338], [-0.796, 0.187, 0.335], [2.207, 0.062, -0.378], [-2.915, 0.444, 0.037], [-2.293, -1.535, -0.705], [-0.394, 1.330, 1.318], [1.911, 1.121, -0.573], [0.695, -0.925, 0.260], [3.700, -0.343, 0.044]],
  "nbo_charge": [-0.445, -0.403, -0.448, 0.230, 0.276, 0.268, 0.208, 0.201, 0.112],
  "energy_ha": -912.85308,
  "charge": 0,
  "homo_energy_ev": -8.87,
  "orbital_gap_ev": 8.037,
  "max_force_ev_per_a": 6.3,
  "de_lowest_kj_mol": 544.54
}

{
  "formula": "C31H30ClN6ORhS2",
  "method": "ωB97M-V with the def2-TZVPD basis set",
  "symbols": ["Rh", "Cl", "C", "C", "C", "C", "O", "C", "C", "N", "C", "C", "C", "C", "C", "C", "C", "C", "N", "C", "C", "H", "H", "H", "H", "H", "H", "H", "H", "H", "H", "C", "C", "N", "C", "S", "N", "C", "C", "H", "H", "H", "H", "H", "H", "H", "H", "H", "H", "H", "H", "S", "C", "C", "C", "N", "C", "C", "C", "C", "C", "N", "C", "C", "H", "H", "H", "H", "H", "H", "H", "H"],
  "xyz": [[0.190, -0.566, 0.688], [-4.785, -3.751, 4.861], [-3.854, -2.955, 3.649], [-4.275, -2.984, 2.310], [-3.556, -2.323, 1.346], [-2.365, -1.647, 1.653], [-1.745, -1.000, 0.681], [-1.903, -1.674, 2.997], [-0.662, -1.128, 3.421], [0.265, -0.624, 2.666], [1.539, -0.242, 3.182], [1.869, -0.078, 4.500], [3.193, 0.228, 4.872], [4.169, 0.401, 3.934], [3.858, 0.269, 2.563], [4.798, 0.448, 1.523], [4.427, 0.214, 0.229], [3.106, -0.153, -0.056], [2.188, -0.269, 0.883], [2.542, -0.070, 2.198], [-2.700, -2.312, 3.982], [-5.171, -3.530, 2.046], [-3.889, -2.314, 0.316], [-0.438, -1.228, 4.479], [1.117, -0.163, 5.272], [3.438, 0.332, 5.920], [5.184, 0.631, 4.229], [5.802, 0.780, 1.757], [5.138, 0.313, -0.579], [2.793, -0.341, -1.074], [-2.373, -2.303, 5.015], [-2.989, 5.038, -0.935], [-2.546, 4.791, 0.500], [-1.421, 3.841, 0.572], [-1.369, 2.528, 0.733], [0.260, 1.872, 0.717], [-2.383, 1.702, 0.900], [-3.819, 1.979, 1.038], [-4.198, 2.368, 2.462], [-3.848, 5.708, -0.939], [-3.280, 4.107, -1.425], [-2.192, 5.499, -1.517], [-3.369, 4.437, 1.108], [-2.187, 5.719, 0.942], [-0.520, 4.257, 0.382], [-2.111, 0.731, 1.014], [-4.338, 1.066, 0.754], [-4.107, 2.748, 0.326], [-4.053, 1.529, 3.143], [-5.247, 2.661, 2.499], [-3.595, 3.201, 2.826], [0.582, -1.484, -5.863], [0.507, -1.232, -4.107], [0.429, 0.064, -3.605], [0.286, 0.256, -2.244], [0.205, -0.765, -1.378], [0.248, -2.014, -1.868], [0.412, -2.289, -3.207], [2.243, -2.141, -5.991], [3.307, -1.259, -6.104], [4.582, -1.798, -6.233], [4.809, -3.108, -6.258], [3.779, -3.943, -6.178], [2.465, -3.506, -6.049], [0.489, 0.916, -4.267], [0.235, 1.250, -1.826], [0.136, -2.822, -1.153], [0.438, -3.315, -3.546], [3.153, -0.188, -6.114], [5.449, -1.155, -6.328], [4.010, -5.001, -6.224], [1.645, -4.211, -6.016]],
  "mulliken_charge": [0.290, -0.176, 0.033, -0.553, -0.482, 0.390, -0.932, 0.244, 0.367, 0.290, 0.264, -0.614, -1.079, -0.838, 0.904, -0.550, -1.060, 0.004, 0.310, 0.513, -1.208, 0.453, 0.527, 0.250, 0.416, 0.416, 0.453, 0.473, 0.443, 0.444, 0.471, -1.050, -0.452, -0.137, 0.945, -0.194, 0.290, -0.625, -1.043, 0.352, 0.271, 0.367, 0.087, 0.443, 0.257, -0.238, 0.413, 0.267, 0.338, 0.378, 0.295, -0.105, 0.312, -0.727, -0.364, 0.608, -0.450, -0.774, 0.264, -0.234, -0.448, -0.525, -0.410, -0.036, 0.490, 0.438, 0.529, 0.408, 0.416, 0.374, 0.367, 0.438],
  "energy_ha": -2969.76918,
  "charge": 2,
  "homo_energy_ev": -13.34,
  "orbital_gap_ev": 5.802,
  "max_force_ev_per_a": 1.7,
  "de_lowest_kj_mol": 42.70
}